# 1
{"formula": "C3H8O3", "method": "ωB97M-V/def2-TZVPD", "e_lumo_ev": 0.7, "total_energy_ev": -9382.818, "gap_ev": 11.0, "total_charge": 0, "species": ["C", "C", "C", "O", "O", "H", "H", "H", "H", "H", "H", "O", "H", "H"], "positions_angstrom": [[0.6606, -0.0438, 1.1895], [-0.6343, -0.7196, 0.6894], [-1.7380, 0.3645, 0.5869], [-1.5983, 1.4013, 0.0399], [-2.9927, -0.1230, 0.9193], [0.7524, 0.0814, 2.2623], [0.8418, 0.9157, 0.7115], [1.4359, -0.7465, 0.8531], [-0.6846, -1.1420, -0.3105], [-0.9003, -1.3909, 1.4960], [-3.0673, -0.3551, 1.8612], [2.3316, 0.4165, -3.2002], [2.3913, 0.5901, -4.1414], [3.2019, 0.7515, -2.9568]]}

=====

# 2
{"formula": "C3H8O3", "method": "ωB97M-V/def2-TZVPD", "e_lumo_ev": [0.2, -0.7], "total_energy_ev": -9374.938, "gap_ev": [9.9, 6.5], "total_charge": 0, "species": ["C", "C", "C", "O", "O", "O", "H", "H", "H", "H", "H", "H", "H", "H"], "positions_angstrom": [[0.0504, -0.0317, 0.4481], [2.0830, 0.2605, 0.2221], [-0.6117, 1.0346, -0.3712], [-1.4188, -1.5421, 0.4469], [0.5622, -1.0870, -0.0596], [-2.4107, -1.3694, -0.5477], [-2.7757, -2.2624, -0.6299], [-0.0074, 0.0593, 1.5385], [-1.6924, 0.8981, -0.3075], [2.6260, -0.4371, 0.8423], [1.9471, 1.2478, 0.6540], [2.3289, 0.2578, -0.8296], [-0.3170, 0.9440, -1.4160], [-0.3638, 2.0275, 0.0096]]}